[1]
This record from OMol25 describes C47H40BrN4O2PPt as an isolated structure in a non-equilibrium geometry. The level of theory is ωB97M-V/def2-TZVPD.

The maximum force comes out at 1.51 eV/Å. For the electronic energy, the calculation gives -5217.8039 a.u.

Structure (ORCA input):
```
! wB97M-V def2-TZVPD RIJCOSX def2/J DEFGRID3
* xyz 4 1
Pt -1.742 -0.633 0.106
C 0.065 -4.713 0.831
O -1.384 -4.702 0.682
C -1.721 -3.493 0.355
N -0.803 -2.584 0.214
C 0.487 -3.314 0.307
C 1.169 -3.446 -1.041
C 2.347 -4.189 -1.109
C 2.926 -4.472 -2.338
C 2.343 -4.002 -3.516
C 1.185 -3.250 -3.450
C 0.593 -2.978 -2.214
C -3.133 -3.189 0.105
C -4.214 -4.052 0.135
C -5.475 -3.523 -0.124
C -5.620 -2.161 -0.380
C -4.487 -1.371 -0.369
N -3.275 -1.894 -0.156
C -4.389 0.082 -0.555
N -3.268 0.679 -0.292
C -3.472 2.135 -0.518
C -4.865 2.146 -1.207
O -5.379 0.782 -1.003
C -3.485 2.939 0.762
C -3.107 4.277 0.711
C -3.262 5.092 1.824
C -3.797 4.572 2.996
C -4.182 3.239 3.050
C -4.034 2.426 1.934
H 0.430 -5.520 0.204
H 0.296 -4.906 1.875
H 1.124 -2.823 1.047
H 2.797 -4.589 -0.205
H 3.819 -5.083 -2.382
H 2.782 -4.247 -4.474
H 0.714 -2.903 -4.361
H -0.345 -2.437 -2.186
H -4.069 -5.102 0.355
H -6.345 -4.167 -0.111
H -6.588 -1.718 -0.577
H -2.708 2.507 -1.201
H -4.838 2.316 -2.280
H -5.563 2.825 -0.727
H -2.718 4.697 -0.211
H -2.986 6.137 1.771
H -3.944 5.213 3.855
H -4.619 2.838 3.955
H -4.365 1.394 1.986
C 0.559 4.467 0.044
C 0.028 3.335 0.875
C -0.135 3.428 2.255
C -0.652 2.358 2.960
C -0.991 1.204 2.276
Br -1.778 -0.197 3.259
N -0.823 1.080 0.952
C -0.336 2.142 0.283
H 0.796 5.332 0.659
H -0.170 4.781 -0.704
H 1.466 4.176 -0.492
H 0.124 4.342 2.777
H -0.826 2.416 4.026
H -0.271 2.037 -0.789
C 6.073 -2.368 -1.105
C 5.691 -2.250 0.249
C 4.459 -1.759 0.569
C 3.578 -1.344 -0.484
C 3.931 -1.608 -1.850
C 5.200 -2.042 -2.144
P 2.230 -0.351 -0.175
C 1.798 0.572 -1.627
C 0.586 0.542 -2.332
C 0.479 1.297 -3.488
C 1.534 2.089 -3.937
C 2.727 2.129 -3.232
C 2.874 1.356 -2.091
C 2.251 0.336 1.447
C 2.689 1.667 1.540
C 3.017 2.170 2.787
C 2.856 1.386 3.924
C 2.372 0.081 3.831
C 2.072 -0.454 2.593
H 7.061 -2.748 -1.340
H 6.393 -2.516 1.028
H 4.191 -1.599 1.604
H 3.211 -1.431 -2.638
H 5.503 -2.180 -3.174
H -0.309 -0.010 -2.031
H -0.441 1.266 -4.056
H 1.423 2.670 -4.844
H 3.553 2.736 -3.578
H 3.823 1.364 -1.567
H 2.822 2.278 0.656
H 3.403 3.177 2.871
H 3.108 1.794 4.895
H 2.246 -0.516 4.724
H 1.711 -1.471 2.521
*
```

These are the Löwdin partial charges, in e, on atoms 1 to 4:
1. Pt 1.1229
2. C 0.0086
3. O 0.1148
4. C -0.3111

[2]
This record from OMol25 describes C47H40IrN4O6P2S as an isolated structure. The level of theory is ωB97M-V/def2-TZVPD.

The maximum force comes out at 0.44 eV/Å. For the electronic energy, the calculation gives -3670.1764 a.u.

Structure (ORCA input):
```
! wB97M-V def2-TZVPD RIJCOSX def2/J DEFGRID3
* xyz 2 2
Ir 0.268 -0.587 -1.070
C -3.635 2.918 -2.012
O -3.741 1.504 -2.336
C -2.554 0.918 -2.258
N -1.566 1.899 -2.106
C -2.209 3.112 -1.507
C -1.565 4.400 -1.931
C -1.059 5.256 -0.963
C -0.481 6.464 -1.334
C -0.411 6.813 -2.673
C -0.918 5.957 -3.645
C -1.497 4.756 -3.276
C -2.467 -0.453 -2.564
C -3.579 -1.094 -3.173
C -3.506 -2.411 -3.523
C -2.329 -3.136 -3.255
C -1.319 -2.480 -2.610
N -1.367 -1.176 -2.246
C -0.120 -3.148 -2.113
N 0.662 -2.547 -1.278
C 1.670 -3.521 -0.781
C 1.381 -4.736 -1.690
O 0.182 -4.373 -2.446
C 1.542 -3.766 0.711
C 0.891 -4.874 1.244
C 0.792 -5.045 2.619
C 1.315 -4.101 3.486
C 1.953 -2.983 2.968
C 2.071 -2.828 1.595
H -4.372 3.131 -1.245
H -3.847 3.486 -2.914
H -2.162 3.006 -0.422
H -1.120 4.979 0.083
H -0.092 7.132 -0.577
H 0.035 7.754 -2.964
H -0.862 6.231 -4.690
H -1.881 4.089 -4.039
H -4.465 -0.512 -3.374
H -4.344 -2.893 -4.007
H -2.220 -4.178 -3.518
H 2.652 -3.112 -1.016
H 1.133 -5.641 -1.149
H 2.174 -4.946 -2.402
H 0.448 -5.634 0.615
H 0.301 -5.927 3.009
H 1.232 -4.238 4.555
H 2.377 -2.235 3.627
H 2.591 -1.953 1.230
O 0.916 3.046 -3.026
S 0.951 1.815 -2.365
O 1.976 1.849 -1.199
O -0.374 1.558 -1.361
O 1.029 0.557 -3.070
N -0.453 -0.778 0.790
P -2.173 -0.707 0.840
C -2.519 -1.779 2.277
C -3.297 -1.343 3.348
C -3.627 -2.217 4.374
C -3.184 -3.531 4.344
C -2.408 -3.970 3.281
C -2.083 -3.102 2.250
C -2.490 0.968 1.500
C -1.523 1.782 2.083
C -1.855 3.047 2.551
C -3.163 3.507 2.454
C -4.137 2.701 1.879
C -3.797 1.447 1.389
P 2.284 0.334 -0.433
C 2.862 0.873 1.157
C 2.061 0.698 2.288
C 2.518 1.138 3.520
C 3.758 1.755 3.620
C 4.557 1.926 2.494
C 4.119 1.478 1.261
C 3.758 -0.171 -1.358
C 4.187 0.533 -2.485
C 5.339 0.149 -3.155
C 6.081 -0.934 -2.709
C 5.676 -1.624 -1.574
C 4.527 -1.244 -0.901
H -0.092 -1.593 1.280
H -3.640 -0.318 3.394
H -4.230 -1.867 5.201
H -3.445 -4.211 5.144
H -2.065 -4.996 3.248
H -1.495 -3.470 1.415
H -0.507 1.425 2.178
H -1.095 3.668 3.007
H -3.423 4.487 2.832
H -5.161 3.048 1.818
H -4.559 0.823 0.930
H 1.100 0.211 2.190
H 1.905 1.001 4.401
H 4.109 2.101 4.583
H 5.524 2.402 2.582
H 4.751 1.596 0.390
H 3.651 1.398 -2.847
H 5.658 0.707 -4.024
H 6.980 -1.229 -3.232
H 6.265 -2.451 -1.201
H 4.273 -1.770 0.010
*
```

These are the Löwdin partial charges, in e, on atoms 1 to 4:
1. Ir 1.1736
2. C -0.0099
3. O 0.0456
4. C -0.2126

[3]
This record from OMol25 describes C47H40N6OP2W as an isolated structure in a non-equilibrium geometry. The level of theory is ωB97M-V/def2-TZVPD.

The maximum force comes out at 2.14 eV/Å. For the electronic energy, the calculation gives -2968.0278 a.u.

Structure (ORCA input):
```
! wB97M-V def2-TZVPD RIJCOSX def2/J DEFGRID3
* xyz 2 3
W 0.422 0.649 0.075
C -0.536 3.148 2.061
P -0.349 1.339 2.314
C -0.732 1.039 4.050
C 0.283 1.283 4.977
C -0.001 1.244 6.333
C -1.290 0.960 6.760
C -2.298 0.716 5.837
C -2.028 0.754 4.477
C -1.637 0.459 1.360
C -2.037 0.876 -0.040
C -3.884 -0.180 -1.505
C -3.104 -1.465 -1.244
C -2.876 -1.736 1.351
C -1.973 -0.857 1.847
C 0.374 3.591 0.966
C 0.918 4.794 0.669
C 1.718 4.627 -0.514
C 1.628 3.330 -0.887
C 2.219 2.549 -2.016
P 2.502 0.906 -1.273
C 2.596 -0.362 -2.550
C 3.649 -1.266 -2.665
C 3.618 -2.247 -3.648
C 2.538 -2.335 -4.513
C 1.469 -1.454 -4.385
C 1.492 -0.479 -3.402
C 4.067 1.098 -0.402
C 5.275 1.064 -1.101
C 6.467 1.302 -0.434
C 6.459 1.596 0.923
C 5.259 1.658 1.617
C 4.066 1.406 0.958
N 0.803 2.644 0.024
H -0.290 3.631 3.007
H -1.590 3.353 1.844
H 1.291 1.505 4.645
H 0.782 1.437 7.054
H -1.513 0.933 7.819
H -3.303 0.500 6.175
H -2.822 0.570 3.767
H -1.712 1.896 -0.275
H -4.354 0.088 -2.439
H -3.353 -2.278 -1.916
H -2.962 -2.675 1.889
H -1.443 -1.179 2.737
H 0.766 5.713 1.215
H 2.290 5.394 -1.014
H 3.158 2.977 -2.364
H 1.537 2.457 -2.866
H 4.487 -1.221 -1.984
H 4.443 -2.941 -3.739
H 2.528 -3.088 -5.289
H 0.624 -1.526 -5.057
H 0.651 0.200 -3.307
H 5.291 0.875 -2.167
H 7.402 1.266 -0.976
H 7.391 1.790 1.438
H 5.255 1.909 2.670
H 3.129 1.466 1.500
N -3.541 -8.669 -1.828
C -3.062 -7.636 -1.681
C -2.465 -6.336 -1.490
C -2.398 -5.441 -2.555
C -1.846 -4.188 -2.360
C -1.343 -3.822 -1.113
C -1.397 -4.731 -0.058
C -1.963 -5.982 -0.241
C -0.764 -2.473 -0.888
C -1.613 -1.332 -1.050
C -3.793 -1.569 0.167
C -4.463 -0.221 -0.089
C -3.476 0.827 -0.483
N -1.134 -0.126 -0.829
C 0.525 -2.404 -0.403
C 1.472 -3.489 -0.407
C 2.577 -3.074 0.271
C 2.314 -1.750 0.688
N 1.110 -1.317 0.293
H -2.775 -5.731 -3.526
H -1.776 -3.503 -3.197
H -1.005 -4.451 0.913
H -2.017 -6.687 0.577
H -4.534 -2.364 0.159
H -5.458 0.038 0.242
H -3.902 1.809 -0.641
H 1.315 -4.448 -0.873
H 3.479 -3.633 0.462
H 2.948 -1.110 1.286
N -2.479 5.488 -2.163
C -2.659 4.616 -1.141
N -3.761 4.821 -0.365
O -1.874 3.691 -0.942
H -3.120 6.230 -2.377
H -1.682 5.351 -2.756
H -4.347 5.630 -0.468
H -3.853 4.283 0.476
*
```

These are the Löwdin partial charges, in e, on atoms 1 to 4:
1. W 1.3946
2. C -0.2214
3. P 1.0269
4. C -0.3654

[4]
This record from OMol25 describes C47H41Br2N6OPZr as an isolated structure. The level of theory is ωB97M-V/def2-TZVPD.

The maximum force comes out at 0.26 eV/Å. For the electronic energy, the calculation gives -7755.6186 a.u.

Structure (ORCA input):
```
! wB97M-V def2-TZVPD RIJCOSX def2/J DEFGRID3
* xyz 2 1
Zr 0.152 -0.637 -0.465
C -0.341 -3.661 -1.291
N -1.247 -2.580 -0.833
C -2.065 -2.935 0.346
C -1.211 -2.666 1.535
N -0.304 -1.714 1.487
C 0.412 -1.793 2.687
C 1.497 -1.058 3.150
C 1.968 -1.359 4.412
C 1.385 -2.369 5.194
C 0.319 -3.115 4.735
C -0.149 -2.804 3.464
N -1.176 -3.341 2.690
C 0.467 -3.058 -2.395
N 0.594 -1.753 -2.481
C 1.346 -1.513 -3.633
C 1.738 -0.321 -4.237
C 2.503 -0.414 -5.381
C 2.869 -1.657 -5.925
C 2.463 -2.844 -5.351
C 1.691 -2.740 -4.200
N 1.098 -3.703 -3.388
H -0.897 -4.537 -1.634
H 0.316 -3.955 -0.468
H -1.861 -2.332 -1.605
H -2.405 -3.972 0.315
H -2.944 -2.284 0.369
H 1.962 -0.289 2.548
H 2.811 -0.810 4.808
H 1.789 -2.572 6.176
H -0.125 -3.900 5.333
H -1.776 -4.111 2.942
H 1.445 0.639 -3.833
H 2.825 0.491 -5.880
H 3.471 -1.682 -6.823
H 2.728 -3.801 -5.780
H 1.141 -4.702 -3.514
C 1.323 2.858 -1.358
C 2.378 1.820 -1.537
C 3.584 2.177 -2.169
C 4.549 1.247 -2.423
C 4.363 -0.079 -1.990
C 5.268 -1.152 -2.210
Br 6.845 -0.863 -3.199
C 5.001 -2.402 -1.731
C 3.827 -2.635 -0.989
Br 3.453 -4.360 -0.329
C 2.928 -1.630 -0.745
O 1.809 -1.760 -0.045
C 3.176 -0.349 -1.291
N 2.159 0.570 -1.120
H 1.713 3.847 -1.589
H 0.947 2.873 -0.336
H 0.481 2.666 -2.024
H 3.719 3.205 -2.475
H 5.457 1.518 -2.945
H 5.688 -3.217 -1.910
C -3.125 3.371 2.681
C -1.628 3.336 2.851
C -1.050 4.142 3.829
C 0.316 4.140 4.069
C 1.152 3.324 3.322
C 0.600 2.515 2.345
C -0.776 2.513 2.100
P -1.337 1.403 0.791
C -2.850 0.525 1.346
C -3.899 0.404 0.427
C -5.029 -0.343 0.717
C -5.126 -0.983 1.944
C -4.105 -0.842 2.871
C -2.962 -0.089 2.606
C -1.967 0.093 3.723
C -1.814 2.415 -0.634
C -2.049 3.784 -0.569
C -2.276 4.505 -1.731
C -2.271 3.847 -2.955
C -2.032 2.482 -3.018
C -1.787 1.743 -1.863
C -1.454 0.282 -1.909
H -3.511 4.354 2.948
H -3.608 2.645 3.339
H -3.445 3.148 1.665
H -1.691 4.789 4.416
H 0.727 4.781 4.838
H 2.220 3.319 3.499
H 1.248 1.870 1.759
H -3.845 0.927 -0.519
H -5.832 -0.408 -0.005
H -6.004 -1.566 2.190
H -4.202 -1.306 3.847
H -1.967 -0.774 4.383
H -2.246 0.958 4.329
H -0.951 0.261 3.379
H -2.018 4.300 0.383
H -2.447 5.571 -1.684
H -2.449 4.404 -3.866
H -2.025 1.979 -3.978
H -1.290 -0.023 -2.944
H -2.352 -0.272 -1.582
*
```

These are the Löwdin partial charges, in e, on atoms 1 to 4:
1. Zr 1.7295
2. C -0.0821
3. N -0.1219
4. C -0.0651

[5]
This record from OMol25 describes C47H41IrN3O3P2S2SbSe2 as an isolated structure. The level of theory is ωB97M-V/def2-TZVPD.

The maximum force comes out at 0.65 eV/Å. For the electronic energy, the calculation gives -8832.0429 a.u.

Structure (ORCA input):
```
! wB97M-V def2-TZVPD RIJCOSX def2/J DEFGRID3
* xyz 0 5
Ir 0.676 0.478 -2.364
Se -0.424 2.795 4.791
P 0.507 1.252 3.740
C -0.358 -0.337 3.959
C -1.698 -0.327 3.563
C -2.493 -1.442 3.755
C -1.965 -2.580 4.357
C -0.636 -2.596 4.746
C 0.170 -1.480 4.544
C 2.253 1.098 4.194
C 3.220 1.660 3.366
C 4.561 1.644 3.730
C 4.942 1.074 4.935
C 3.975 0.557 5.792
C 2.637 0.582 5.433
C 0.505 1.418 1.931
C 1.063 0.705 0.857
N 0.569 1.289 -0.263
N -0.247 2.265 0.087
N -0.302 2.355 1.398
P 2.298 -0.539 0.525
Se 1.895 -1.473 -1.401
C 2.458 -1.837 1.763
C 1.680 -2.987 1.615
C 1.863 -4.063 2.467
C 2.827 -4.003 3.465
C 3.596 -2.858 3.621
C 3.412 -1.773 2.777
C 3.891 0.296 0.373
C 5.074 -0.438 0.423
C 6.289 0.189 0.200
C 6.327 1.547 -0.094
C 5.147 2.274 -0.170
C 3.929 1.652 0.061
H -2.121 0.570 3.122
H -3.532 -1.420 3.445
H -2.593 -3.448 4.525
H -0.216 -3.481 5.211
H 1.209 -1.525 4.837
H 2.927 2.129 2.437
H 5.301 2.076 3.065
H 5.986 1.051 5.222
H 4.265 0.148 6.753
H 1.889 0.229 6.132
H 0.947 -3.048 0.816
H 1.257 -4.951 2.344
H 2.980 -4.852 4.121
H 4.349 -2.804 4.398
H 4.031 -0.895 2.898
H 5.053 -1.501 0.633
H 7.206 -0.385 0.245
H 7.278 2.033 -0.276
H 5.171 3.328 -0.416
H 3.011 2.225 -0.013
C -1.757 -1.729 0.225
C -2.993 -2.008 -0.595
C -3.824 -3.076 -0.257
C -4.962 -3.365 -0.995
C -5.297 -2.583 -2.093
C -4.482 -1.518 -2.441
C -3.334 -1.231 -1.705
Sb -2.122 0.400 -2.310
C -2.332 0.353 -4.428
C -2.478 1.594 -5.118
C -1.809 1.836 -6.263
C -0.920 0.799 -6.833
C -1.176 -0.562 -6.322
C -1.777 -0.768 -5.122
C -1.711 -2.133 -4.495
C -3.369 1.992 -1.635
C -4.540 1.621 -0.972
C -5.405 2.573 -0.453
C -5.104 3.916 -0.598
C -3.933 4.291 -1.239
C -3.039 3.352 -1.750
C -1.742 3.835 -2.333
H -1.746 -2.334 1.133
H -1.689 -0.683 0.540
H -0.850 -1.946 -0.346
H -3.573 -3.687 0.604
H -5.590 -4.201 -0.711
H -6.186 -2.800 -2.672
H -4.742 -0.908 -3.301
H -3.087 2.374 -4.675
H -1.870 2.795 -6.762
H -0.902 0.836 -7.919
H -0.714 -1.391 -6.849
H -1.329 -2.858 -5.214
H -2.672 -2.480 -4.124
H -1.009 -2.118 -3.650
H -4.795 0.576 -0.852
H -6.305 2.260 0.062
H -5.768 4.676 -0.203
H -3.685 5.343 -1.329
H -1.729 4.924 -2.389
H -1.557 3.446 -3.332
H -0.921 3.520 -1.686
O 2.778 1.138 -5.769
S 1.439 0.939 -5.324
O 0.568 1.169 -6.616
O 1.108 -0.337 -4.701
S 0.895 2.280 -3.861
*
```

These are the Löwdin partial charges, in e, on atoms 1 to 4:
1. Ir 0.4724
2. Se 0.2800
3. P 0.4732
4. C -0.3350